1.
Density functional theory data (ωB97M-V/def2-TZVPD) for C4H4N4 in the gas phase.

```
12
Properties=species:S:1:pos:R:3:nbo_charge:R:1
C 1.15 0.15 -0.09 0.264
C 0.31 1.13 -0.73 -0.227
C -1.10 1.30 -0.35 -0.227
C -1.61 0.27 0.64 0.025
H 1.79 1.35 0.93 0.326
H 0.56 1.87 -1.66 0.263
H -1.52 2.18 -0.60 0.218
H -2.21 0.37 1.75 0.249
N 1.91 0.31 1.03 -0.523
N -1.11 -0.96 0.51 -0.254
N -0.38 -1.47 -0.57 0.069
N 0.84 -1.15 -0.57 -0.182
```

Properties
- Energy above the lowest of the compared OMol25 structures with the same formula, charge and spin: 143.2 kcal/mol
- SMILES: [H]/N=c1\cccnnn1
- Orbital gap: 9.076 eV
- Lowest unoccupied orbital energy: -0.8 eV
- Net charge: 0

2.
Density functional theory data (ωB97M-V/def2-TZVPD) for a molecular structure, C32H35As3N2V.

```
73
Properties=species:S:1:pos:R:3:lowdin_spin:R:1
V -0.97 -0.14 0.36 2.806
C -0.83 -3.69 -1.35 0.001
As -1.45 -1.86 -1.56 0.016
C -3.19 -2.19 -2.35 0.000
C -0.37 -1.25 -3.05 0.005
C -0.72 -1.58 -4.36 0.000
C 0.08 -1.17 -5.42 0.000
C 1.23 -0.44 -5.17 0.000
C 1.59 -0.12 -3.87 0.000
C 0.79 -0.52 -2.81 0.004
As 1.27 -0.09 -0.98 0.010
C 2.61 -1.43 -0.54 0.001
C 2.38 1.49 -1.15 -0.001
H -0.76 -4.15 -2.33 0.000
H -1.53 -4.24 -0.73 0.000
H 0.15 -3.71 -0.87 0.000
H -3.13 -3.04 -3.03 0.000
H -3.54 -1.31 -2.88 0.000
H -3.90 -2.44 -1.56 0.000
H -1.62 -2.14 -4.56 0.000
H -0.20 -1.42 -6.43 0.000
H 1.86 -0.13 -6.00 0.000
H 2.50 0.44 -3.69 0.000
H 3.36 -1.47 -1.33 0.000
H 2.15 -2.41 -0.44 0.000
H 3.09 -1.15 0.40 0.000
H 3.32 1.23 -1.64 -0.001
H 2.60 1.87 -0.15 0.000
H 1.86 2.25 -1.72 0.000
C -3.97 1.20 -1.34 0.006
C -2.80 2.07 -1.05 0.015
N -1.63 1.70 -0.55 0.012
C -0.85 2.85 -0.47 0.008
C -1.56 3.90 -0.93 0.001
N -2.78 3.39 -1.29 0.006
H -3.83 0.23 -0.85 0.004
H -4.08 1.03 -2.41 0.000
H -4.89 1.64 -0.97 0.000
H 0.15 2.83 -0.07 0.001
H -1.31 4.94 -1.04 0.000
H -3.54 3.92 -1.69 0.000
C 0.54 0.25 7.57 0.000
C 1.47 0.99 6.85 0.000
C 1.42 1.00 5.46 0.001
C 0.43 0.27 4.81 0.010
C -0.50 -0.47 5.52 0.001
C -0.44 -0.48 6.90 0.000
As 0.41 0.40 2.87 0.020
C -1.45 1.00 2.63 -0.003
C -1.90 2.31 2.71 0.005
C -3.25 2.58 2.56 -0.003
C -4.15 1.54 2.31 0.005
C -3.72 0.23 2.22 -0.002
C -2.36 -0.05 2.40 0.005
C -1.73 -1.39 2.32 0.002
C -2.40 -2.61 2.14 0.019
C -1.66 -3.78 2.10 0.005
C -0.27 -3.76 2.19 0.016
C 0.40 -2.56 2.34 0.007
C -0.32 -1.37 2.42 0.016
H 0.58 0.23 8.65 0.000
H 2.23 1.55 7.37 0.000
H 2.15 1.57 4.90 0.000
H -1.26 -1.04 5.01 0.000
H -1.16 -1.06 7.47 0.000
H -1.20 3.12 2.90 0.000
H -3.61 3.59 2.65 0.000
H -5.21 1.76 2.20 0.000
H -4.43 -0.56 2.04 0.000
H -3.48 -2.65 2.07 0.001
H -2.18 -4.73 2.00 0.000
H 0.28 -4.69 2.16 0.001
H 1.48 -2.55 2.43 0.000
```

Properties
- Energy above the lowest of the compared OMol25 structures with the same formula, charge and spin: 0.0 kcal/mol
- Orbital gap (alpha / beta): 7.783 / 8.004 eV
- Lowest unoccupied orbital energy (alpha / beta): -6.2 / -6.0 eV
- Multiplicity: 4
- Net charge: +2

3.
Density functional theory data (ωB97M-V/def2-TZVPD) for 2 unconnected molecules or ions with the total composition C3H10N3O.

```
17
Properties=species:S:1:pos:R:3:nbo_charge:R:1
C 0.77 -1.29 -0.99 -0.255
C -0.14 -0.05 -0.84 -0.053
C -0.46 2.61 1.48 0.829
N -1.14 2.54 2.44 -0.490
N 0.25 3.07 0.52 -0.787
N 0.40 -2.37 -0.13 -0.870
O -0.50 0.28 0.57 -0.786
H 0.74 -1.60 -2.07 0.198
H 1.81 -0.92 -0.73 0.208
H 0.44 0.91 -1.10 0.134
H -1.13 0.01 -1.45 0.193
H -1.12 -0.48 0.87 0.507
H -1.78 2.55 3.23 0.501
H 0.42 2.51 -0.24 0.435
H 1.04 3.73 0.55 0.472
H -0.35 -3.03 -0.41 0.380
H 1.18 -2.94 0.16 0.384
```

Properties
- Energy above the lowest of the compared OMol25 structures with the same formula, charge and spin: 100.0 kcal/mol
- Orbital gap: 8.251 eV
- Lowest unoccupied orbital energy: -4.2 eV
- Net charge: +1

4.
Density functional theory data (ωB97M-V/def2-TZVPD) for 10 unconnected molecules or ions with the total composition C28H56Br12O4.

```
100
Properties=species:S:1:pos:R:3:lowdin_charge:R:1
Br 3.24 11.34 3.56 0.620
C 2.43 9.74 2.77 -0.724
C 2.70 8.58 3.65 -0.669
Br 2.73 6.87 2.58 0.558
H 2.93 9.73 1.80 0.038
H 1.36 9.85 2.60 0.069
H 1.84 8.62 4.31 0.064
H 3.62 8.69 4.23 0.043
Br 1.42 -8.91 4.74 0.586
C -0.56 -9.01 4.54 -0.706
C -1.26 -7.88 5.13 -0.716
Br -3.11 -8.33 5.63 0.612
H -0.83 -9.92 5.07 0.040
H -0.81 -9.23 3.51 0.067
H -1.22 -6.98 4.52 0.071
H -0.80 -7.61 6.08 0.045
Br 9.61 -0.48 0.92 0.600
C 9.01 -2.34 0.65 -0.695
C 9.01 -3.04 1.99 -0.722
Br 8.70 -4.96 1.75 0.607
H 9.67 -2.86 -0.05 0.053
H 8.01 -2.29 0.21 0.054
H 8.37 -2.54 2.72 0.062
H 10.00 -2.85 2.39 0.042
Br -1.96 -6.72 -2.49 0.551
C -2.76 -5.87 -4.09 -0.638
C -1.67 -5.79 -5.15 -0.642
Br -0.45 -7.41 -5.27 0.511
H -3.25 -4.98 -3.69 0.054
H -3.59 -6.45 -4.49 0.057
H -1.13 -4.88 -4.90 0.053
H -1.90 -5.48 -6.17 0.053
Br -2.32 0.72 -6.96 0.496
C -2.17 0.96 -9.02 -0.612
C -3.49 0.59 -9.53 -0.667
Br -4.57 2.21 -9.08 0.567
H -1.46 0.22 -9.42 0.067
H -1.79 1.98 -9.09 0.042
H -3.86 -0.25 -8.94 0.040
H -3.67 0.40 -10.59 0.066
Br 3.38 -0.51 7.11 0.533
C 1.45 -0.12 7.39 -0.626
C 1.05 -0.78 8.80 -0.624
Br 1.22 -2.75 8.55 0.544
H 0.94 -0.55 6.52 0.037
H 1.27 0.95 7.28 0.049
H 0.01 -0.69 9.13 0.037
H 1.66 -0.39 9.61 0.049
C -6.17 5.60 -2.67 -0.174
C -6.51 4.22 -2.22 -0.169
C -6.30 4.27 -0.64 -0.153
O -5.78 5.59 -0.30 -0.149
C -6.21 6.45 -1.36 -0.204
H -6.78 6.00 -3.47 0.108
H -5.17 5.66 -3.12 0.108
H -5.84 3.49 -2.68 0.097
H -7.46 3.73 -2.47 0.103
H -5.56 3.52 -0.38 0.106
H -7.20 4.12 -0.03 0.108
H -5.57 7.31 -1.58 0.108
H -7.15 6.93 -1.08 0.111
C 0.49 -0.55 -0.01 -0.197
C 1.52 -1.63 -0.04 -0.178
C 1.25 -2.42 1.27 -0.179
O -0.10 -2.14 1.57 -0.141
C -0.63 -1.36 0.51 -0.240
H 0.33 -0.13 -1.01 0.119
H 0.81 0.27 0.64 0.122
H 2.52 -1.21 0.02 0.108
H 1.35 -2.22 -0.94 0.113
H 1.88 -2.06 2.09 0.118
H 1.17 -3.50 1.12 0.119
H -1.43 -0.68 0.81 0.118
H -1.12 -1.97 -0.25 0.120
C -4.67 3.69 7.87 -0.163
C -5.06 3.87 6.38 -0.175
C -3.74 3.48 5.72 -0.143
O -2.76 4.08 6.69 -0.165
C -3.25 4.37 7.94 -0.237
H -4.62 2.64 8.16 0.106
H -5.44 4.16 8.48 0.100
H -5.30 4.92 6.21 0.115
H -5.85 3.20 6.04 0.110
H -3.69 3.95 4.74 0.111
H -3.54 2.41 5.63 0.114
H -3.27 5.45 8.09 0.117
H -2.77 3.78 8.72 0.110
C 5.63 -2.58 -7.07 -0.184
C 5.38 -1.67 -8.25 -0.174
C 5.49 -2.68 -9.41 -0.193
O 5.07 -4.01 -8.93 -0.140
C 5.22 -3.99 -7.47 -0.184
H 5.01 -2.16 -6.29 0.111
H 6.70 -2.63 -6.85 0.115
H 6.10 -0.85 -8.29 0.111
H 4.39 -1.22 -8.34 0.108
H 6.49 -2.71 -9.84 0.105
H 4.97 -2.32 -10.30 0.106
H 5.91 -4.78 -7.19 0.111
H 4.27 -4.27 -7.00 0.108
```

Properties
- Energy above the lowest of the compared OMol25 structures with the same formula, charge and spin: 67.9 kcal/mol
- SMILES: C1CCOC1.C1CCOC1.C1CCOC1.C1CCOC1.BrCCBr.BrCCBr.BrCCBr.BrCCBr.BrCCBr.BrCCBr
- Orbital gap: 9.518 eV
- Lowest unoccupied orbital energy: 0.0 eV
- Net charge: 0

5.
Density functional theory data (ωB97M-V/def2-TZVPD) for a molecular structure, C30H59BiBrN9O5Si2.

```
107
Properties=species:S:1:pos:R:3:lowdin_charge:R:1
Bi -0.19 -0.49 -0.14 1.641
N -2.01 1.13 0.76 -0.053
C -3.30 1.00 0.13 -0.220
C -3.56 -0.49 -0.07 -0.169
N -2.46 -1.16 -0.77 -0.173
C -2.57 -1.21 -2.23 -0.210
C -2.10 0.09 -2.87 -0.213
N -0.81 0.50 -2.30 -0.105
H -1.54 2.02 0.59 0.043
H -2.05 0.99 1.76 0.057
H -4.13 1.41 0.72 0.125
H -3.29 1.54 -0.82 0.099
H -3.62 -0.94 0.92 0.089
H -4.51 -0.66 -0.59 0.128
H -2.36 -2.10 -0.39 0.071
H -1.92 -2.01 -2.58 0.063
H -3.60 -1.43 -2.54 0.130
H -2.04 -0.06 -3.95 0.125
H -2.82 0.89 -2.70 0.105
H -0.03 0.26 -2.90 0.067
H -0.83 1.55 -2.17 0.036
N 2.23 0.33 2.31 0.064
N 2.68 1.61 2.69 0.000
C 1.87 2.66 2.92 -0.408
N 2.44 3.87 3.01 0.197
N 0.58 2.39 3.11 0.146
N -0.27 3.37 3.45 -0.431
O 0.10 4.53 3.65 0.015
O -1.43 3.02 3.62 0.029
H 1.21 0.36 2.27 0.005
H 2.48 -0.32 3.05 0.084
H 3.61 1.79 2.35 0.123
H 3.42 4.01 2.84 0.115
H 1.81 4.63 3.22 0.082
Br -1.60 5.96 -3.55 0.768
C -2.54 5.94 -1.89 -0.604
C -3.53 6.88 -1.71 -0.137
C -4.23 6.91 -0.51 -0.090
C -3.91 6.02 0.50 -0.079
C -2.89 5.10 0.31 -0.025
C -2.20 5.03 -0.89 -0.169
C -1.20 3.90 -1.08 -0.658
O -0.36 3.74 -0.17 -0.049
O -1.35 3.18 -2.10 -0.087
H -3.76 7.58 -2.50 0.094
H -5.02 7.64 -0.37 0.102
H -4.44 6.05 1.44 0.103
H -2.62 4.41 1.11 0.108
N 1.61 2.31 -1.76 0.116
C 2.98 2.19 -1.69 -0.330
C 3.73 1.71 -2.77 -0.055
C 5.08 1.46 -2.64 -0.101
C 5.73 1.69 -1.44 -0.117
C 5.01 2.22 -0.38 -0.107
C 3.66 2.48 -0.50 -0.053
H 1.23 2.55 -2.67 0.094
H 1.13 2.81 -1.01 0.047
H 3.23 1.53 -3.72 0.107
H 5.64 1.08 -3.49 0.101
H 6.79 1.49 -1.34 0.095
H 5.53 2.45 0.55 0.094
H 3.09 2.94 0.30 0.090
C 0.88 -2.55 -3.21 -0.205
Si 0.61 -2.77 -1.32 0.618
C 2.43 -2.77 -0.60 -0.655
C 2.41 -3.01 0.92 -0.103
C 3.37 -3.78 -1.26 -0.093
C 3.03 -1.37 -0.85 -0.144
C -0.30 -4.49 -1.15 -0.630
C -1.66 -4.48 -1.86 -0.109
C -0.55 -4.81 0.33 -0.105
C 0.51 -5.63 -1.78 -0.092
H 1.46 -3.38 -3.61 0.025
H 1.43 -1.63 -3.43 0.016
H -0.06 -2.52 -3.77 0.017
H 2.16 -4.04 1.15 0.066
H 1.68 -2.37 1.42 0.041
H 3.40 -2.80 1.34 0.089
H 3.09 -4.81 -1.03 0.057
H 4.39 -3.64 -0.89 0.086
H 3.39 -3.66 -2.34 0.077
H 2.58 -0.60 -0.23 0.003
H 2.95 -1.06 -1.90 0.064
H 4.10 -1.38 -0.61 0.091
H -2.37 -3.79 -1.40 0.059
H -2.10 -5.48 -1.80 0.088
H -1.56 -4.24 -2.92 0.076
H -0.99 -3.97 0.87 0.037
H 0.38 -5.07 0.84 0.068
H -1.22 -5.68 0.42 0.091
H 0.70 -5.45 -2.84 0.077
H -0.06 -6.56 -1.70 0.087
H 1.46 -5.78 -1.28 0.057
C -1.35 -3.66 3.56 -0.174
Si -1.36 -1.82 3.13 0.246
C -0.23 -0.98 4.39 -0.172
C -3.08 -1.14 3.54 -0.171
O -0.95 -1.67 1.58 -0.601
H -1.52 -3.81 4.63 0.029
H -0.39 -4.11 3.31 0.022
H -2.13 -4.21 3.02 0.026
H -0.66 -1.08 5.39 0.034
H -0.12 0.09 4.20 -0.002
H 0.77 -1.42 4.43 0.019
H -3.32 -1.35 4.58 0.033
H -3.87 -1.59 2.93 0.019
H -3.13 -0.05 3.42 0.021
```

Properties
- Energy above the lowest of the compared OMol25 structures with the same formula, charge and spin: 18.3 kcal/mol
- Orbital gap: 8.129 eV
- Lowest unoccupied orbital energy: 0.4 eV
- Net charge: 0

no.,E (a.u.)
1,-373.616689
2,-9000.773342
3,-359.480557
4,-32289.368787
5,-5415.175816